[1]
The following is a quantum chemistry calculation of C14H30B2F8NO16S3Zr as an isolated structure in a non-equilibrium geometry, from OMol25.

Values from the calculation:
Frontier orbital gap (hartree): 0.0668
M (Da): 829.4
E_LUMO (eV): 4.413
Total energy (eV): -106114.4612
Net charge: -3
Energy relative to the best compared isomer or geometry (same formula, charge and spin) (eV): 4.029

XYZ file:
```
75
C14H30B2F8NO16S3Zr (ωB97M-V with the def2-TZVPD basis set)
Zr 0.651 -0.800 3.058
N 2.548 -1.610 2.539
S 3.903 -1.304 1.859
O 4.410 -1.997 0.665
O 4.947 -0.692 2.694
F 3.386 0.148 1.271
S 3.301 -3.118 2.993
O 3.985 -3.045 4.292
O 3.825 -4.091 1.993
F 1.936 -3.849 3.500
B 0.136 -0.275 0.822
H 1.114 -0.074 1.231
H -0.069 -1.311 0.599
H -0.513 -0.054 1.655
H -0.059 0.410 0.011
B 1.268 1.368 3.455
H 0.734 0.898 4.266
H 0.452 1.576 2.781
H 1.665 2.290 3.851
H 2.038 0.662 3.184
O -4.465 -0.583 4.087
C -3.959 0.661 4.522
C -2.415 0.840 4.022
O -1.670 -0.346 3.794
H -3.954 0.722 5.610
H -4.639 1.450 4.201
H -1.713 1.351 4.680
H -2.382 1.252 3.013
O -3.073 -4.230 2.890
C -1.943 -4.967 2.395
C -0.850 -3.891 1.929
O -0.671 -2.618 2.594
H -2.077 -5.658 1.563
H -1.547 -5.565 3.217
H -1.125 -3.721 0.888
H 0.123 -4.379 1.886
C -1.175 3.051 -0.240
C -0.505 3.823 0.951
O -0.338 5.154 0.500
C 0.143 6.169 1.264
O 0.436 6.056 2.510
C 0.303 7.451 0.470
F -0.622 7.677 -0.589
F 0.243 8.419 1.356
F 1.439 7.346 -0.127
H -1.633 2.118 0.089
H -0.476 2.662 -0.981
H -1.876 3.624 -0.846
H 0.368 3.199 1.146
H -1.200 3.857 1.790
C 0.503 2.545 -7.221
C 0.011 1.057 -6.918
O -1.026 1.042 -5.860
C -0.716 0.539 -4.637
O 0.447 0.324 -4.213
C -1.979 0.480 -3.665
F -2.582 -0.680 -3.820
F -1.550 0.539 -2.385
F -2.870 1.511 -3.864
H 0.802 3.125 -6.349
H -0.100 3.175 -7.875
H 1.447 2.414 -7.749
H 0.784 0.404 -6.513
H -0.545 0.488 -7.663
C 1.573 -3.514 -1.519
C 1.207 -2.955 -2.924
O 0.054 -3.604 -3.437
S -0.202 -5.081 -2.703
O -0.171 -6.145 -3.696
O -1.404 -4.992 -1.866
O 1.231 -4.885 -1.748
H 0.899 -3.352 -0.678
H 2.631 -3.403 -1.281
H 1.992 -3.212 -3.635
H 1.158 -1.877 -3.078
```


[2]
The following is a quantum chemistry calculation of a 4-piece molecular cluster, H8O4 overall, from OMol25.

Values from the calculation:
Frontier orbital gap (hartree): 0.3888
M (Da): 72.1
E_LUMO (eV): 0.103
SMILES: O.O.O.O
Total energy (eV): -8319.9184
Net charge: 0
Energy relative to the best compared isomer or geometry (same formula, charge and spin) (eV): 0.758

XYZ file:
```
12
H8O4 (ωB97M-V with the def2-TZVPD basis set)
O 2.834 37.639 -14.540
H 2.409 38.441 -14.860
H 2.630 36.969 -15.201
O 1.276 36.910 -12.097
H 0.648 37.636 -12.134
H 2.024 37.197 -12.637
O 4.961 36.874 -12.755
H 4.957 35.959 -13.049
H 4.444 37.359 -13.413
O 6.557 37.953 -10.740
H 6.084 37.417 -11.398
H 7.062 37.330 -10.212
```


[3]
The following is a quantum chemistry calculation of a 2-piece molecular cluster, C4H9NS overall in a non-equilibrium geometry, from OMol25.

Values from the calculation:
Frontier orbital gap (hartree): 0.3465
M (Da): 103.2
E_LUMO (eV): 0.411
SMILES: C=NC(=C)C.S
Total energy (eV): -16616.8854
Net charge: 0
Energy relative to the best compared isomer or geometry (same formula, charge and spin) (eV): 2.569

XYZ file:
```
15
C4H9NS (ωB97M-V with the def2-TZVPD basis set)
C 1.247 0.989 1.464
N 0.883 0.341 0.431
C -0.387 0.377 -0.117
C -1.639 0.359 0.361
C -0.193 0.514 -1.638
H 2.199 0.893 1.968
H 0.709 1.777 1.950
H -1.939 0.140 1.373
H -2.486 0.455 -0.254
H 0.774 0.879 -1.901
H -0.922 1.328 -2.109
H -0.434 -0.478 -2.205
S 0.994 -3.002 0.353
H 1.219 -1.732 0.889
H -0.022 -2.839 -0.564
```


[4]
The following is a quantum chemistry calculation of a 2-piece molecular cluster, C16H10F2N3O6S overall in a non-equilibrium geometry, from OMol25.

Values from the calculation:
Frontier orbital gap (hartree): 0.2248
M (Da): 410.3
E_LUMO (eV): 1.635
Total energy (eV): -49774.3029
Net charge: -1
Energy relative to the best compared isomer or geometry (same formula, charge and spin) (eV): 0.362

XYZ file:
```
38
C16H10F2N3O6S (ωB97M-V with the def2-TZVPD basis set)
C 0.086 0.156 -1.556
N 1.034 -0.658 -2.169
O 1.260 -0.808 -3.401
O 1.668 -1.410 -1.353
C -0.427 -0.419 -0.373
C 0.419 -0.989 0.632
C -0.193 -1.601 1.732
C -1.595 -1.544 1.886
N -2.204 -1.735 3.145
O -3.424 -1.421 3.192
O -1.603 -2.176 4.153
C -2.432 -1.174 0.812
C -1.868 -0.534 -0.287
H -0.594 0.834 -2.015
H 1.481 -0.917 0.421
H 0.411 -2.063 2.492
H -3.502 -1.310 0.940
H -2.446 -0.136 -1.137
F 1.741 9.402 -3.026
C 1.378 8.072 -3.057
F 1.131 7.695 -4.348
S 2.729 7.094 -2.367
N 2.303 5.618 -3.191
C 2.678 5.143 -4.487
O 3.405 5.717 -5.279
C 1.976 3.814 -4.580
C 1.208 3.672 -3.429
C 0.514 2.528 -3.091
C 0.603 1.490 -4.024
C 1.435 1.559 -5.150
C 2.070 2.758 -5.504
C 1.293 4.860 -2.574
O 0.644 5.154 -1.581
H 0.472 7.921 -2.443
H -0.043 2.488 -2.143
H -0.002 0.596 -3.942
H 1.557 0.626 -5.722
H 2.589 2.848 -6.468
```